Record 1
Below is C17H17IrO5S2 as an isolated structure, with properties calculated with ωB97M-V with the def2-TZVPD basis set.

Values from the calculation:
Kohn-Sham gap (spin up / spin down): 6.708 / 5.559 eV
HOMO (spin up / spin down): -11.32 / -11.34 eV
Maximum force: 3.10 eV/Å
Net charge: +1
Energy above the lowest of the compared OMol25 structures with the same formula, charge and spin: 1.072 eV
Lowest unoccupied orbital energy (spin up / spin down): -0.1695 / -0.2123 Eh
Spin multiplicity: 2

Cartesian coordinates (Å):
Ir -0.9333 -0.2627 -0.3301
S -2.4489 -0.3894 1.5794
S 1.8947 0.6725 0.4466
O -0.1372 -2.1249 0.1725
O -2.2063 1.1761 -0.8076
O -1.2971 3.2026 -0.3948
O 0.4385 0.5650 0.9858
O 0.5022 -0.3553 -1.7492
C 1.1487 -1.3684 -2.2734
C 1.8532 2.1125 -0.6110
C -2.0288 2.2920 -0.1144
C -3.0435 1.1684 1.9330
C -3.7590 1.2847 3.1522
C 2.7202 1.3771 1.8630
C 1.3217 -2.6225 -1.6362
C 0.6230 -2.9245 -0.4206
C -4.1122 3.6194 2.7313
C -4.2727 2.4967 3.5442
C 0.7427 -4.2843 0.2041
C 1.7305 -1.1793 -3.5410
C -3.3943 3.5301 1.5387
C 2.1490 -3.5938 -2.2472
C 2.4942 -2.1581 -4.1228
C -2.8501 2.3291 1.1421
C 2.7374 -3.3707 -3.4588
H -3.8847 0.4031 3.7671
H 0.3765 -5.0495 -0.4802
H 2.9069 -1.9980 -5.1106
H -3.2396 4.3999 0.9152
H 2.8626 2.3391 -0.9534
H 1.2236 1.8509 -1.4582
H 1.7806 -4.5064 0.4514
H 2.3261 2.3679 2.0772
H 2.3201 -4.5386 -1.7504
H 1.4148 2.9417 -0.0581
H 1.5271 -0.2393 -4.0372
H 0.1470 -4.3074 1.1124
H 3.3648 -4.1263 -3.9092
H -4.5332 4.5699 3.0305
H 2.5480 0.7057 2.7017
H -4.7970 2.5778 4.4864
H 3.7835 1.4173 1.6293

---

Record 2
Below is a single C5H5NO3S molecule, with properties calculated with ωB97M-V with the def2-TZVPD basis set.

Values from the calculation:
Kohn-Sham gap: 9.771 eV
HOMO: -9.98 eV
Maximum force: 5.00 eV/Å
Energy above the lowest of the compared OMol25 structures with the same formula, charge and spin: 3.049 eV
Lowest unoccupied orbital energy: -0.0076 Eh

Cartesian coordinates (Å):
S 2.9606 0.2609 -0.3069
O -0.0767 -2.4402 -0.1367
O 3.6654 0.6453 0.8647
O 1.6498 1.2611 -0.6218
N 1.7037 -1.0157 0.2036
C 0.2831 1.1463 -0.0478
C -0.5547 -0.1287 -0.0747
C -3.1820 -0.0674 -0.2246
C -1.8966 -0.0361 -0.1019
C 0.3490 -1.3217 -0.0009
H 2.2786 -1.7257 0.5934
H -3.5817 -0.0922 -1.1689
H 0.5007 1.5649 0.8921
H -0.1432 2.0048 -0.5182
H -3.9559 -0.0557 0.6485

---

Record 3
Below is a single C4H5NO molecule, with properties calculated with ωB97M-V with the def2-TZVPD basis set.

Values from the calculation:
Kohn-Sham gap: 9.265 eV
HOMO: -8.63 eV
Maximum force: 0.38 eV/Å
Energy above the lowest of the compared OMol25 structures with the same formula, charge and spin: 5.404 eV
Lowest unoccupied orbital energy: 0.0234 Eh

Cartesian coordinates (Å):
O 0.5413 0.4904 -0.2969
N -2.7665 -0.1532 -0.9675
C 1.0960 0.1792 1.0307
C -1.6326 -0.3089 -0.9451
C -0.2890 0.6284 1.2379
C -0.1794 -0.5242 -1.0067
H 0.1367 -0.4460 -2.0461
H 1.3344 -0.8769 1.1620
H 1.9691 0.8127 1.1881
H 0.0522 -1.5268 -0.6439
H -0.2621 1.7252 1.2875

---

Record 4
Below is a 5-piece molecular cluster, C36H66ClF6IN6O10S overall, with properties calculated with ωB97M-V with the def2-TZVPD basis set.

Values from the calculation:
Kohn-Sham gap: 8.185 eV
SMILES: [H]/N=C(\C)C[C@](O[C@@](Cl)(CCCC)CCCI)(C(=O)C(F)(F)C(F)(F)C(F)(F)C(=O)O)[C@H](S)N(COO)[C@@H](C)CCC.CN(C)C=O.CN(C)C=O.CN(C)C=O.CN(C)C=O
HOMO: -8.95 eV
Maximum force: 5.73 eV/Å
Energy above the lowest of the compared OMol25 structures with the same formula, charge and spin: 7.135 eV
Lowest unoccupied orbital energy: -0.0280 Eh

Cartesian coordinates (Å):
I 0.3834 7.5107 1.5829
Cl 2.0541 2.8226 3.9990
S -1.8032 -0.6089 0.7720
F -0.8018 -0.2191 -2.1827
F -0.2976 1.6711 -3.3370
F -3.4209 1.0972 -1.3650
F 0.7943 0.9181 -0.5947
F -2.9233 0.6095 -3.5239
F 0.4180 3.0178 -1.3798
O -4.2026 -2.3813 3.9112
O 0.4717 1.5449 2.1986
O 7.2156 0.7558 -1.5547
O -4.9931 -3.1054 -0.4956
O -0.9045 -5.6152 -0.0778
O -2.0268 3.1745 0.1200
O -4.1451 3.3027 -2.5812
O -3.1593 -1.5952 3.5385
O -2.1548 3.8912 -3.5453
O 4.0271 -1.8802 -5.9185
N 6.9120 -1.0921 -2.8797
N -3.5458 -4.4023 -1.7147
N -3.0298 0.7969 2.8989
N 0.6521 -7.2777 -0.3483
N 2.0266 -0.7689 -5.7573
N -1.5125 4.2318 4.9765
C 1.2743 -1.8598 -6.3454
C -4.7142 -4.1482 -1.0603
C -1.0063 1.2090 -2.1658
C -2.9717 2.9452 -2.8782
C -0.8869 1.8470 5.2709
C -5.0977 -0.0942 1.5381
C -1.7338 0.5690 2.2522
C 6.7183 1.1514 2.2989
C 1.1026 -8.6052 0.0172
C 6.5101 -0.1310 -1.9999
C -0.4730 -6.7226 0.1862
C -5.1301 2.1495 2.8178
C 3.3735 -0.9024 -5.6018
C -3.3885 -0.2052 3.9222
C 2.1717 5.0914 2.2970
C 1.3234 0.4316 -5.3517
C 4.2113 1.9557 2.3853
C -2.5431 1.4701 -2.4218
C 1.5492 3.8319 1.4600
C -0.2782 1.8375 -0.9064
C -1.4723 3.1332 2.7651
C -1.2775 3.0810 4.3427
C -3.2876 -5.6702 -2.3630
C 1.5279 2.4469 2.2298
C 5.3886 1.3974 1.3912
C -4.1523 1.1304 1.9841
C 6.0087 -2.1176 -3.3650
C -6.0477 3.0426 1.8320
C -1.1298 2.3046 0.3431
C 1.4219 -6.5156 -1.3125
C 8.2851 -1.0888 -3.3445
C -2.5287 -3.3708 -1.7632
C 2.8289 1.6022 1.6620
C 2.1780 6.3249 1.2164
C -0.8648 1.9186 1.9135
C -7.5574 3.0931 2.3994
H -2.8324 -0.0676 4.9293
H -0.4793 -1.0807 0.7255
H -2.9430 -2.4826 -2.2484
H 2.1088 5.9218 0.1371
H 3.8445 -0.0160 -5.1459
H -5.4159 -4.9981 -1.0842
H 0.4307 -9.0585 0.7477
H 7.5532 1.9110 2.0616
H 8.4556 -1.9122 -4.0391
H -1.6557 -3.7181 -2.3170
H -4.9917 -2.2009 3.3443
H 1.1318 -9.2306 -0.8788
H -8.2009 2.4338 1.7038
H -5.9997 2.6272 0.7681
H -1.8070 1.5753 5.8939
H -5.8126 1.4783 3.4699
H -3.1112 -5.4945 -3.4277
H 2.2635 3.7408 0.5519
H 5.4497 -0.2256 -1.7121
H 5.0712 0.4047 0.9087
H -4.1343 -6.3494 -2.2478
H -2.2372 -3.1096 -0.7432
H -5.4683 0.1526 0.4684
H -0.3806 0.9683 4.7553
H -2.5751 4.0105 -4.4314
H 1.7539 -5.5831 -0.8494
H -2.6021 3.3107 2.5952
H 7.1437 0.0839 2.1626
H 4.3603 1.3493 3.3575
H 8.9544 -1.1873 -2.4861
H 2.0119 1.1643 -4.9273
H -3.8758 1.7007 1.0379
H -4.5345 -1.0975 1.4235
H 5.0133 -1.9979 -2.9341
H 8.4926 -0.1386 -3.8428
H -0.1123 2.2467 6.0345
H -7.6325 2.7254 3.4814
H 1.4047 -2.7559 -5.7337
H 5.6992 2.1854 0.6101
H 0.5761 0.1675 -4.6033
H 5.9389 -2.0441 -4.4522
H -0.9812 -7.3846 0.9060
H -1.1045 -0.0326 3.0175
H 6.5102 1.2571 3.4226
H 1.4926 5.4383 3.1415
H -4.5077 -0.1361 4.2111
H -1.3535 4.0729 5.9968
H 2.9401 1.6966 0.5306
H -5.6136 4.1080 1.8509
H 3.1256 6.9578 1.3056
H -6.0399 -0.2184 2.1720
H 2.1048 -8.5352 0.4475
H -0.9990 4.1377 2.4321
H 1.6596 -2.0614 -7.3480
H 2.2880 -7.0871 -1.6483
H -4.4913 2.7897 3.5399
H 0.2150 -1.6062 -6.4036
H 6.4038 -3.0988 -3.0880
H 0.8304 0.8668 -6.2251
H -2.4010 -6.1232 -1.9140
H 0.5758 4.2384 1.0324
H -7.9513 4.1650 2.3838
H 0.7864 -6.2744 -2.1684
H 2.5934 0.4851 1.8624
H 3.2627 4.9388 2.5817
H 4.4334 3.0659 2.5102

---

Record 5
Below is C16H20BN8S4Sb2Se4Tc as an isolated structure, with properties calculated with ωB97M-V with the def2-TZVPD basis set.

Values from the calculation:
Kohn-Sham gap (spin up / spin down): 5.298 / 5.286 eV
HOMO (spin up / spin down): -10.27 / -10.25 eV
Maximum force: 3.71 eV/Å
Net charge: +1
Lowest unoccupied orbital energy (spin up / spin down): -0.1826 / -0.1825 Eh
Spin multiplicity: 2

Cartesian coordinates (Å):
Sb -0.8470 -3.4088 -3.4432
Sb 1.1367 7.1259 -2.3695
Tc -0.4219 1.6280 -1.1407
Se -1.4432 3.3616 -2.7907
Se 0.6921 4.3413 -2.5704
Se -2.2035 3.3572 -0.6771
Se -0.5807 8.1573 -1.4038
S 0.1407 0.9834 -3.3553
S 0.8594 -2.1487 -2.3077
S -0.9997 -2.4414 -5.4437
S 1.4149 -0.6302 -3.5878
N 0.1446 -3.1226 1.2992
N -0.1714 1.7369 1.0884
N 1.2560 0.4414 -0.5384
N 1.0947 -0.5131 0.3455
N -1.5846 -0.0323 -1.0279
N -1.3495 -0.9158 -0.0428
N -0.1859 -1.9486 1.9290
N -0.3456 0.5943 1.8254
C 3.1813 1.7289 -1.5241
C -3.1052 -1.6063 -1.1552
C 0.1868 0.7893 3.0571
C 0.0874 -5.5398 1.8430
C -2.6891 -0.3654 -1.6716
C 0.8717 3.9974 1.4462
C 2.6076 0.5585 -0.8039
C 3.2615 -0.3829 -0.0794
C 0.4070 2.6415 1.8721
C 0.6865 2.0580 3.1387
C -2.2384 -1.9440 -0.1489
C -0.7841 -2.1910 3.1339
C 2.3115 -1.0845 0.6483
C -3.2863 0.3800 -2.8277
C -0.1793 -4.0921 2.1694
C -0.7734 -3.5536 3.3312
B -0.2137 -0.7784 1.0250
H 2.3687 -1.8512 1.4016
H -3.5769 1.3934 -2.6194
H 2.5614 2.2402 -2.2693
H -0.0582 -6.2374 2.6810
H -2.1614 -2.8735 0.4413
H 1.1540 -5.6019 1.5634
H 3.5561 2.4404 -0.8266
H 1.9895 4.0260 1.3892
H -1.0642 -4.1380 4.1943
H -0.4945 -5.8266 0.9868
H 4.0991 1.4003 -2.0801
H 1.1703 2.5471 3.9087
H 0.3528 4.4020 0.5794
H 0.5981 4.6521 2.1971
H -1.1639 -1.3820 3.8032
H 0.1302 0.0488 3.7795
H -3.9975 -2.1182 -1.4766
H -2.5483 0.3077 -3.6132
H 4.3636 -0.4962 -0.1813
H -4.2169 -0.1144 -3.1017

---

Record 6
Below is C7H13N3O2S as an isolated structure, with properties calculated with ωB97M-V with the def2-TZVPD basis set.

Values from the calculation:
Kohn-Sham gap: 9.112 eV
HOMO: -8.39 eV
Maximum force: 3.88 eV/Å
Energy above the lowest of the compared OMol25 structures with the same formula, charge and spin: 2.389 eV
Lowest unoccupied orbital energy: 0.0267 Eh

Cartesian coordinates (Å):
S 3.1762 -1.8176 -0.2381
O 2.5218 1.8411 -0.2759
O 0.7913 0.4638 1.4405
N 1.7391 -1.5517 0.6161
N 3.6096 -0.1784 -0.5878
N -1.0471 -0.5358 -0.5084
C -0.3741 -0.2388 1.9840
C -1.3295 0.0179 0.7942
C 1.2767 2.4584 -0.4575
C -1.1586 -2.0238 -0.6297
C 2.6580 0.5072 -0.0154
C 1.6721 -0.2655 0.7931
C -1.9146 0.1237 -1.4259
H 0.5913 2.6092 0.4815
H -1.8942 -0.6741 -2.3994
H -1.5512 1.1216 0.6793
H -0.2584 -2.4284 -0.1366
H -3.0302 0.1863 -0.8838
H -2.2938 -0.3832 1.0060
H -2.0369 -2.4620 -0.0069
H -1.4445 1.2103 -1.6158
H 0.6848 1.8226 -1.0984
H -1.1463 -2.3037 -1.6909
H -0.6490 0.4101 2.8030
H -0.0803 -1.3175 2.2268
H 1.4879 3.4082 -0.8541